12
Properties=species:S:1:pos:R:3:mulliken_charge:R:1 method="wB97M-V/def2-TZVPD" orbital_gap_ev=10.143 molar_mass_g_mol=86.1 de_lowest_kcal_mol=137.5 charge=0
O -1.331 -3.112 -0.517 -0.6603
C -0.306 -0.382 0.125 -0.7537
C 0.774 0.345 0.889 -0.0076
C 0.999 1.460 -0.114 -0.5208
C -0.452 1.059 -0.300 -0.0025
O -0.629 0.791 1.162 -0.2547
H -0.861 -3.133 -1.358 0.2938
H -1.108 -2.229 -0.163 0.6279
H 1.337 0.008 1.756 0.3860
H 1.218 2.465 0.265 0.2475
H 1.650 1.187 -0.948 0.2589
H -1.290 1.542 -0.796 0.3855